--- i ---
{"formula": "C4H10OS", "method": "ωB97M-V with the def2-TZVPD basis set", "elements": ["H", "C", "H", "C", "S", "H", "C", "H", "C", "H", "H", "H", "H", "O", "H", "H"], "xyz": [[1.751, 0.176, -0.396], [2.216, -0.225, 0.497], [3.253, -0.470, 0.279], [-1.844, 0.634, -1.455], [-1.287, -1.979, -0.716], [-2.108, 1.650, -1.142], [-1.593, -0.225, -0.220], [-2.133, -2.623, 0.097], [2.240, 0.848, 1.559], [-2.616, 0.187, -2.078], [2.394, 0.489, 2.597], [1.638, -1.059, 0.875], [-0.929, 0.700, -2.038], [2.129, 2.027, 1.351], [-2.421, -0.192, 0.474], [-0.691, 0.063, 0.315]], "smiles": "CC=O.CCS", "lumo_ha": 0.0291, "homo_ev": -9.2}

--- ii ---
{"formula": "C4H10OS", "method": "ωB97M-V with the def2-TZVPD basis set", "elements": ["H", "H", "H", "C", "H", "H", "S", "H", "H", "H", "H", "H", "C", "O", "C", "C"], "xyz": [[0.879, 0.103, -2.161], [0.778, -1.410, -1.566], [-0.899, 1.028, -0.950], [-0.602, 0.026, -0.595], [0.919, 2.124, 2.603], [-0.992, 0.855, 1.942], [1.006, 0.409, 3.323], [1.042, 1.008, 0.559], [-1.455, -0.629, -0.295], [-0.716, -0.742, 2.395], [-0.485, -0.797, -3.728], [1.031, -0.720, 0.492], [-0.168, 0.139, 2.019], [-0.793, -0.967, -2.836], [0.364, 0.162, 0.583], [0.090, -0.590, -1.784]], "lumo_ha": -0.0193, "homo_ev": -9.2}

Of them, the most stable is i and the least stable is ii.

--- i ---
{"formula": "C39H111N15O12", "method": "ωB97M-V with the def2-TZVPD basis set", "elements": ["H", "H", "H", "H", "H", "H", "H", "H", "C", "C", "H", "O", "H", "C", "H", "H", "N", "H", "O", "H", "C", "H", "H", "H", "C", "O", "H", "H", "C", "C", "H", "H", "C", "O", "H", "H", "C", "C", "O", "H", "H", "H", "H", "H", "C", "H", "C", "O", "H", "H", "C", "H", "H", "H", "H", "H", "H", "C", "H", "C", "C", "H", "H", "C", "H", "H", "N", "C", "N", "C", "H", "H", "C", "O", "H", "H", "H", "O", "N", "N", "H", "N", "C", "C", "H", "C", "H", "H", "H", "H", "H", "H", "H", "N", "C", "H", "C", "H", "H", "H", "C", "N", "O", "H", "O", "C", "H", "H", "H", "H", "C", "N", "H", "H", "N", "C", "H", "H", "H", "H", "C", "H", "H", "O", "H", "H", "H", "C", "H", "C", "C", "H", "H", "H", "C", "H", "H", "H", "N", "H", "C", "N", "H", "H", "H", "H", "H", "H", "N", "H", "C", "C", "H", "H", "H", "H", "O", "C", "H", "H", "H", "H", "H", "H", "N", "H", "H", "H", "H", "H", "N", "H", "H", "H", "C", "H", "H"], "xyz": [[10.062, 14.306, -10.991], [1.681, 8.482, -1.546], [9.128, 8.436, -4.195], [6.116, 16.155, -3.310], [9.206, 16.287, -13.255], [9.433, 16.366, -5.631], [2.560, 9.916, -0.974], [7.236, 12.302, -10.092], [8.641, 16.274, -12.323], [3.382, 9.302, -5.201], [3.464, 14.100, -12.621], [6.264, 10.986, -8.633], [9.598, 10.721, -3.628], [5.150, 15.956, -4.946], [5.295, 15.646, -6.716], [3.090, 7.502, -6.113], [6.161, 15.628, -7.236], [5.950, 17.779, -10.192], [5.886, 10.705, -11.339], [0.479, 15.594, -6.214], [7.437, 11.432, -9.467], [3.952, 10.675, -12.046], [2.052, 17.316, -12.547], [6.250, 13.030, -7.488], [5.330, 9.560, -6.879], [6.483, 16.346, -13.634], [5.825, 7.444, -7.065], [4.365, 11.515, -7.139], [2.125, 14.966, -7.177], [8.410, 14.793, -11.886], [3.844, 8.658, -7.953], [6.084, 13.548, -10.521], [6.271, 18.463, -7.427], [3.518, 16.798, -10.537], [10.620, 10.659, -6.440], [1.700, 16.154, -9.721], [7.277, 16.959, -12.599], [0.002, 18.245, -10.332], [9.864, 14.346, -8.930], [7.495, 15.914, -9.680], [1.750, 12.867, -8.026], [7.851, 10.154, -6.074], [6.063, 8.190, -5.444], [10.428, 16.424, -11.253], [9.723, 14.475, -6.432], [1.731, 14.292, -8.879], [2.188, 17.091, -9.990], [7.528, 18.987, -9.520], [6.906, 18.522, -11.444], [7.978, 10.757, -10.131], [7.047, 19.526, -8.294], [7.522, 17.975, -12.907], [10.615, 13.860, -6.318], [7.825, 17.477, -6.647], [4.371, 11.236, -4.983], [2.647, 12.940, -11.762], [7.892, 15.571, -14.932], [5.584, 13.512, -8.203], [5.518, 12.911, -9.109], [5.853, 18.969, -6.038], [6.087, 14.963, -8.509], [7.513, 14.352, -12.320], [10.850, 15.747, -10.210], [4.653, 12.662, -12.000], [5.269, 10.270, -6.054], [4.957, 19.574, -6.179], [3.359, 13.109, -12.459], [8.400, 13.690, -6.230], [1.475, 15.719, -6.326], [2.014, 9.485, -1.814], [7.363, 9.973, -4.435], [5.292, 14.755, -11.434], [4.449, 16.434, -9.594], [4.238, 16.232, -5.695], [10.863, 15.709, -7.765], [2.169, 8.056, -4.071], [8.235, 11.879, -8.874], [2.178, 12.051, -11.027], [6.274, 15.355, -5.292], [3.411, 15.310, -7.241], [1.429, 11.260, -8.811], [2.963, 8.473, -6.359], [7.111, 16.331, -14.898], [9.507, 10.355, -4.651], [3.605, 8.591, -7.130], [10.478, 11.069, -5.441], [5.379, 16.082, -10.041], [10.739, 8.802, -4.239], [5.202, 8.642, -11.216], [2.247, 14.575, -10.524], [0.250, 18.818, -9.438], [4.710, 17.307, -8.997], [2.359, 17.626, -9.055], [9.515, 16.843, -11.354], [7.378, 14.918, -9.251], [4.283, 10.838, -6.587], [3.711, 10.703, -5.669], [6.490, 12.030, -6.724], [7.432, 17.154, -8.180], [8.380, 13.158, -5.279], [2.302, 9.131, -4.193], [9.846, 8.947, -4.688], [4.315, 13.622, -7.598], [1.346, 9.611, -4.403], [1.546, 14.181, -7.968], [3.660, 12.332, -7.297], [9.707, 17.805, -11.593], [9.214, 14.196, -12.316], [9.090, 15.961, -7.799], [1.143, 10.122, -1.969], [5.121, 13.782, -10.975], [1.118, 17.260, -12.167], [6.634, 19.625, -5.655], [10.151, 12.095, -5.610], [2.039, 13.933, -9.772], [8.032, 10.549, -5.074], [11.493, 11.144, -5.050], [6.810, 16.868, -11.618], [3.789, 15.837, -6.467], [3.963, 14.842, -7.946], [9.889, 15.220, -7.781], [2.810, 11.304, -5.790], [5.321, 18.211, -7.898], [7.523, 11.912, -4.962], [4.309, 8.805, -4.917], [-0.661, 17.434, -10.032], [6.797, 9.047, -8.414], [5.893, 9.374, -10.799], [6.396, 16.593, -7.419], [6.538, 9.893, -7.777], [1.353, 17.925, -10.924], [6.472, 16.115, -15.754], [4.487, 7.772, -5.989], [2.811, 12.463, -6.627], [4.546, 11.279, -11.359], [7.796, 17.153, -15.108], [9.506, 15.152, -4.505], [8.402, 12.877, -6.955], [1.715, 12.229, -8.808], [5.376, 15.539, -9.101], [10.016, 15.045, -10.191], [5.213, 16.374, -3.705], [8.257, 14.550, -8.723], [7.897, 19.875, -7.708], [6.979, 15.094, -4.618], [1.830, 18.869, -11.187], [5.780, 19.488, -10.471], [5.660, 18.278, -5.217], [9.820, 15.459, -5.414], [5.310, 12.682, -12.870], [6.361, 12.166, -5.650], [1.967, 12.683, -9.969], [-0.553, 18.950, -10.951], [0.555, 17.851, -12.762], [6.911, 9.050, -11.019], [9.105, 15.618, -10.363], [2.811, 9.719, -2.969], [5.443, 8.163, -6.340], [7.375, 10.083, -7.105], [4.072, 11.416, -10.387], [5.668, 9.499, -9.740], [6.005, 13.186, -5.502], [5.493, 11.558, -5.396], [8.407, 14.679, -10.802], [7.043, 17.293, -7.259], [7.316, 14.233, -10.097], [4.367, 9.962, -8.601], [4.162, 15.594, -8.960], [6.416, 15.234, -6.284], [6.455, 20.430, -8.435], [4.145, 9.586, -7.690], [4.467, 16.861, -3.229], [3.220, 12.167, -8.280], [2.005, 16.304, -5.696], [6.511, 18.680, -10.441], [4.461, 14.042, -10.148], [7.489, 14.234, -6.480]], "lumo_ha": 0.0033, "homo_ev": -6.3}

--- ii ---
{"formula": "C39H111N15O12", "method": "ωB97M-V with the def2-TZVPD basis set", "elements": ["H", "H", "H", "H", "C", "H", "H", "H", "H", "O", "H", "C", "H", "H", "H", "H", "C", "N", "H", "N", "H", "H", "H", "H", "H", "C", "H", "N", "H", "H", "H", "H", "H", "H", "O", "H", "H", "C", "H", "N", "N", "H", "C", "C", "H", "H", "H", "C", "H", "H", "H", "O", "C", "H", "C", "H", "H", "H", "O", "C", "O", "H", "H", "H", "C", "H", "H", "C", "H", "H", "C", "N", "H", "H", "O", "C", "H", "H", "C", "H", "H", "H", "O", "H", "H", "H", "H", "H", "H", "H", "H", "N", "H", "H", "N", "H", "N", "H", "N", "O", "O", "H", "H", "N", "H", "C", "H", "H", "H", "H", "H", "C", "H", "H", "N", "C", "C", "C", "C", "H", "C", "H", "H", "H", "H", "O", "C", "C", "H", "H", "H", "H", "C", "H", "H", "C", "H", "C", "H", "H", "H", "H", "H", "H", "H", "H", "C", "H", "C", "H", "C", "C", "H", "O", "C", "H", "C", "C", "H", "N", "N", "H", "O", "H", "H", "H", "H", "H", "H", "H", "C", "H", "C", "N", "H", "C", "C"], "xyz": [[-5.976, 0.092, 3.939], [-0.386, 0.900, 4.324], [4.397, 6.035, 5.728], [-1.196, -0.277, 1.948], [2.025, 4.251, -5.078], [-3.251, 0.453, 5.314], [1.500, -7.021, 1.676], [1.366, 1.579, -2.264], [3.727, 7.171, 4.490], [-1.705, 4.094, -5.507], [-1.653, 0.934, -4.248], [-0.419, 4.577, -5.063], [0.542, -0.516, 4.845], [-3.197, -3.074, -1.128], [-3.980, 1.433, -0.575], [2.303, 4.904, -5.899], [-0.705, -1.380, -3.771], [-6.332, -3.598, 0.656], [2.054, 4.686, -4.074], [-1.265, -5.278, 3.252], [-2.609, 5.763, -4.538], [-7.023, -4.320, 0.727], [1.604, 2.738, 3.222], [2.521, -4.456, -0.770], [1.280, -2.366, -2.070], [-3.881, 1.494, -1.666], [-7.669, -0.537, 5.204], [-3.801, -2.253, -1.131], [3.035, 0.984, 4.894], [1.131, 0.572, 0.470], [8.255, 2.369, -5.421], [0.250, 2.978, -1.998], [4.649, -1.030, 4.015], [-1.893, 0.924, -6.045], [-1.277, -3.061, 3.917], [2.931, -0.579, -5.190], [2.765, 3.457, -4.953], [-0.468, -0.899, 0.042], [3.407, -3.339, 1.733], [-1.608, -1.960, -6.049], [3.489, -2.679, 2.514], [7.284, 1.999, -3.902], [-4.665, -0.564, -2.667], [0.801, 2.168, -1.532], [-2.846, 4.182, -3.814], [-5.641, 1.497, 4.973], [-7.309, -0.832, 7.053], [7.449, 1.802, -4.968], [4.510, 0.306, 2.949], [-3.435, -2.305, -3.174], [-4.754, -0.096, -3.650], [0.819, 2.265, 7.944], [-4.281, -2.032, -2.538], [-5.582, -0.383, -2.097], [-2.746, 4.704, -4.772], [-3.629, 2.135, 3.364], [2.629, 0.718, -4.087], [3.177, 2.224, 5.853], [-3.564, 0.203, -2.140], [-1.976, 0.360, -5.121], [-0.137, 1.275, -0.953], [0.840, 3.976, 6.744], [-4.972, -4.043, -2.676], [-4.806, -1.388, 2.338], [1.474, -5.971, 1.369], [-0.427, 4.737, -3.983], [1.050, 2.486, 5.130], [-6.077, -2.797, 1.711], [-2.438, -2.310, -5.569], [1.114, -1.528, 1.018], [4.537, 6.486, 4.747], [4.331, -0.666, 3.136], [4.375, 6.882, 2.209], [-0.190, -0.646, -5.776], [-5.708, -0.324, 5.910], [-1.830, -4.044, 3.445], [-4.145, 0.661, 2.351], [0.517, 2.707, -4.669], [4.552, 5.434, 3.590], [7.740, 0.761, -4.771], [-0.626, 1.811, 6.690], [-7.448, 0.709, 6.306], [3.976, -1.044, 0.945], [1.375, -3.810, -2.973], [5.208, 4.628, 3.929], [5.084, 1.084, -4.041], [3.591, -5.453, 1.500], [1.195, 4.030, 2.133], [-0.932, -2.716, -5.976], [-6.230, -2.957, -2.216], [-4.833, 1.830, -2.081], [5.022, 6.123, 2.421], [1.696, -3.809, 0.363], [2.164, -8.000, -2.428], [0.257, -1.998, 0.717], [2.397, -6.778, -3.547], [5.671, 3.244, -5.795], [-3.659, -3.180, 2.803], [2.642, -4.147, 0.190], [3.883, 1.139, -5.776], [-6.527, -3.066, 2.832], [4.704, 3.184, -6.094], [1.863, 0.800, -5.631], [0.725, 3.101, -6.755], [-1.511, -2.039, -3.409], [3.195, -6.498, -0.385], [1.145, -0.267, -1.125], [-3.398, -4.902, 2.530], [2.481, 5.627, 3.115], [-2.123, 0.450, 0.722], [0.115, 2.297, -6.873], [2.792, -5.529, 0.754], [-2.564, 0.787, 2.906], [-0.444, 3.921, 7.948], [-3.087, -4.007, 2.842], [3.971, -1.469, 2.099], [-3.579, 1.064, 3.191], [-7.105, -0.324, 6.116], [-1.621, -0.492, 0.961], [-3.085, -1.530, -1.016], [0.390, 1.441, 6.881], [3.520, -2.920, 3.483], [5.485, 7.018, 4.759], [-4.414, -1.718, 4.792], [-0.120, -3.156, -2.095], [3.168, 3.854, 2.398], [5.124, 0.916, -5.125], [-3.897, 0.228, 4.461], [0.464, 0.406, 7.217], [2.810, 4.399, 4.375], [1.258, 4.139, 8.480], [4.269, -6.356, -0.547], [2.802, -7.118, -2.594], [-0.691, -0.622, -2.978], [-3.697, 4.622, -5.297], [0.509, 0.187, -0.351], [-5.669, -2.878, -3.915], [-5.374, -3.051, -2.882], [-0.282, 5.487, -5.655], [-0.876, -1.241, -0.917], [-4.588, -1.832, 0.588], [5.387, -0.144, -5.216], [1.513, 2.449, -0.750], [0.222, 3.847, -7.233], [1.321, 0.483, 3.766], [3.047, -7.541, -0.099], [0.668, 3.540, -5.358], [4.933, 5.569, 1.572], [0.601, 3.658, 7.762], [-2.987, 0.095, -4.797], [-1.090, -0.869, -5.194], [2.795, 0.507, -5.152], [-2.408, -1.215, 1.184], [0.448, -2.179, -3.950], [1.911, 3.216, 2.285], [-0.168, -2.173, 1.625], [0.707, -2.974, -2.789], [1.265, 1.528, 5.621], [1.805, 2.403, 1.573], [-5.105, -1.865, 1.482], [-3.858, -1.197, 4.129], [-1.642, -5.898, 2.571], [2.490, -6.172, -1.588], [-2.927, -1.536, 3.923], [1.282, -5.420, 2.291], [3.817, -7.507, -2.654], [6.266, 1.480, -6.783], [5.714, 3.734, -4.913], [-3.082, 2.223, -1.801], [-0.430, -5.372, 3.805], [3.164, 4.824, 3.428], [-5.951, -3.333, -0.232], [-5.355, 0.457, 4.767], [2.691, 1.336, 5.782], [0.634, -5.790, 0.696], [0.607, 0.548, 4.596], [6.168, 1.866, -5.768]], "smiles": "COC[C@H](C)N.COC[C@H](C)N.COC[C@H](C)N.COC[C@H](C)N.COC[C@H](C)N.COC[C@H](C)N.COC[C@H](C)N.COC[C@H](C)N.COC[C@H](C)N.NC(N)=O.NC(N)=O.NC(N)=O", "lumo_ha": 0.0102, "homo_ev": -8.8}

Of them, the most stable is ii and the least stable is i.